{"formula": "C35H36BrN7O6PS2W", "method": "ωB97M-V with the def2-TZVPD basis set", "homo_energy_ev": [-10.1054, -10.4897], "relative_energy_kj_mol": 5.76, "total_charge": 1, "homo_lumo_gap_ev": [6.84, 6.24], "energy_ha": -5968.84459, "spin_multiplicity": 3, "elements": ["H", "H", "S", "S", "C", "H", "C", "H", "C", "H", "C", "W", "C", "N", "H", "C", "C", "H", "H", "C", "O", "H", "H", "H", "N", "C", "H", "H", "H", "H", "H", "C", "C", "C", "C", "C", "H", "N", "C", "H", "C", "C", "O", "C", "H", "C", "C", "H", "C", "C", "C", "H", "C", "O", "C", "C", "O", "H", "H", "C", "H", "Br", "C", "H", "C", "N", "P", "H", "H", "C", "C", "H", "H", "O", "H", "O", "N", "C", "H", "H", "C", "N", "C", "H", "H", "H", "N", "C", "H"], "coordinates": [[4.000916, -0.375138, 4.013106], [2.074411, 3.118655, 3.437419], [-0.636810, 2.423280, 2.322883], [1.202833, -0.384435, -1.230487], [4.165023, 0.630016, -0.111857], [0.077896, -4.649255, -3.320899], [-2.759777, 1.662289, -0.575623], [3.164590, -1.912176, 4.341715], [-0.847134, 2.683358, -1.380763], [3.633513, 3.513812, 2.676657], [-2.649177, -3.341303, -0.401756], [0.014384, 0.687932, 0.686938], [-3.554614, 2.377305, -1.480110], [-1.913922, 4.189423, -5.269704], [-1.990440, -2.112748, 4.254972], [1.195481, 3.810587, -1.936152], [0.527828, -4.899184, -1.247640], [2.244751, 4.006435, -1.761431], [1.609643, -6.723401, -0.109823], [-0.992060, -1.563403, 2.454787], [-0.700609, -6.772021, -2.017068], [-0.122864, 2.133519, 6.972811], [-0.244504, -2.261474, 4.299855], [-3.156045, -4.266965, -0.638794], [-0.303084, 0.161598, 3.748552], [-1.789062, -0.003888, -5.315802], [-4.627194, 2.251701, -1.453490], [1.432694, -2.418349, 0.871337], [2.181280, 3.275448, 1.666292], [-2.229381, -3.881809, 1.630776], [-1.602771, -0.448857, -1.780008], [-2.958595, 3.209125, -2.390004], [0.108487, 1.429470, 6.174970], [-1.470127, -1.942370, 1.134837], [2.704178, 2.961246, 2.565307], [-0.604634, 2.070021, -5.192406], [1.033126, 5.181042, -3.598905], [-1.423539, 4.872452, -4.361247], [-1.815591, 2.750602, -5.270950], [2.245752, 1.773337, 6.236042], [-1.804545, -1.205275, -1.035345], [0.538704, 2.883279, -1.166724], [0.850163, -7.180153, -0.491017], [-0.590014, 0.685547, -5.212966], [0.516105, -2.212051, -3.307955], [-2.995065, 0.663765, -5.450275], [-0.815303, 4.232514, -3.225873], [0.325721, 2.614350, -5.116089], [0.926502, -4.267587, -0.074370], [-1.558287, 3.384109, -2.364545], [0.503894, 4.481873, -2.963624], [-2.882920, -2.463777, -2.363117], [3.494773, -1.228566, 3.565255], [3.521869, -0.207243, 0.866714], [1.544944, 0.938535, 6.280409], [-2.127163, -3.132890, 0.860291], [1.103331, 2.169237, -0.193287], [1.764990, 0.251657, 5.462947], [-3.202377, 0.972097, 0.130947], [-2.999922, 2.050540, -5.450468], [-0.586635, 0.593389, 6.255273], [-1.770476, -1.898927, -5.318664], [0.393101, -4.151804, -2.412745], [1.025010, -4.829693, 0.848184], [1.143507, -2.898729, -0.054324], [-0.542522, -0.346512, 2.500210], [2.349727, 0.349476, 1.781886], [3.446429, 1.294961, -0.588575], [0.346504, 0.148811, -5.147686], [-1.118235, -2.411893, 3.668738], [0.148293, -6.345748, -1.287733], [-0.227878, 3.117358, 4.896838], [-3.915582, 0.110138, -5.572115], [3.077462, 1.576145, 2.480281], [-1.210881, -3.464135, 3.412926], [2.301421, -0.795234, 2.877833], [-0.148245, 2.115489, 4.912562], [0.979303, -2.140026, -1.213490], [4.587429, -0.035053, -0.858610], [-3.557465, 3.757629, -3.105255], [-2.502514, -2.347467, -1.358748], [-1.446441, 1.784015, -0.545286], [-0.332792, 1.469727, 3.753893], [4.160054, -1.735716, 2.870117], [1.697637, 0.415667, 7.224638], [4.952026, 1.203439, 0.375093], [-1.296868, -0.988542, 0.190551], [0.633238, -2.790559, -2.399882], [-3.924829, 2.597977, -5.581163]], "forces_ev_per_angstrom": [[-0.001, 0.000, 0.001], [0.002, -0.012, 0.010], [-0.014, 0.059, 0.007], [-0.119, -0.063, -0.022], [0.007, 0.027, 0.025], [-0.003, 0.002, 0.001], [0.008, 0.007, 0.013], [0.003, -0.003, 0.000], [0.034, -0.010, 0.016], [-0.001, 0.004, -0.005], [-0.006, 0.001, -0.002], [0.202, 0.017, -0.191], [0.000, 0.005, -0.006], [0.106, 0.006, -0.011], [-0.001, -0.001, -0.002], [-0.021, -0.009, 0.018], [-0.086, 0.013, 0.140], [0.002, 0.000, -0.002], [-0.012, 0.007, 0.015], [-0.004, 0.040, 0.027], [-0.143, 0.024, 0.142], [0.001, -0.001, 0.002], [-0.001, -0.003, 0.005], [0.001, -0.004, -0.011], [-0.016, -0.009, -0.003], [0.012, -0.012, -0.007], [0.000, -0.002, 0.003], [0.049, 0.062, 0.050], [-0.006, 0.000, 0.011], [-0.002, -0.004, -0.001], [0.014, -0.005, -0.008], [-0.001, -0.001, -0.007], [0.011, -0.002, -0.013], [-0.103, 0.013, 0.018], [0.001, 0.021, -0.038], [-0.012, 0.072, 0.047], [0.006, -0.002, 0.004], [-0.119, -0.001, 0.008], [-0.048, 0.017, 0.050], [0.000, -0.001, 0.000], [-0.010, 0.002, 0.037], [-0.014, 0.026, -0.021], [-0.080, 0.015, 0.103], [-0.024, -0.017, 0.001], [0.001, -0.011, 0.019], [0.007, 0.018, -0.009], [0.099, -0.040, -0.062], [0.010, 0.013, 0.016], [0.043, -0.006, -0.039], [-0.040, -0.019, -0.033], [-0.010, -0.013, -0.011], [0.007, -0.008, -0.021], [0.011, 0.002, -0.010], [-0.031, -0.042, -0.042], [-0.003, 0.002, -0.002], [-0.040, 0.074, 0.025], [-0.011, -0.058, 0.058], [-0.001, 0.002, 0.006], [-0.003, 0.002, -0.001], [-0.007, -0.027, 0.010], [-0.003, 0.002, 0.004], [-0.028, -0.006, 0.020], [0.004, 0.037, -0.041], [-0.001, -0.010, 0.006], [0.080, -0.060, -0.092], [0.000, 0.006, 0.060], [0.004, -0.089, 0.022], [0.013, -0.004, 0.006], [-0.002, 0.005, -0.003], [-0.003, 0.000, -0.009], [0.335, -0.059, -0.369], [0.008, 0.000, 0.000], [-0.002, 0.001, -0.001], [-0.042, -0.015, 0.068], [-0.005, -0.002, 0.004], [-0.008, 0.008, -0.054], [-0.013, -0.005, -0.004], [0.134, 0.014, 0.015], [0.007, 0.000, 0.007], [0.006, 0.003, -0.005], [0.006, -0.006, 0.003], [-0.060, -0.025, 0.011], [0.001, 0.014, 0.012], [-0.006, -0.002, 0.004], [-0.001, -0.001, 0.002], [0.006, 0.007, 0.001], [-0.120, 0.049, 0.055], [0.048, -0.030, -0.033], [-0.003, -0.003, -0.002]]}